Model A:
The following is a quantum chemistry calculation of a 2-piece molecular cluster, C4H8N4O2 overall, from the Open Molecules 2025 dataset.

XYZ file:
```
18
Properties=species:S:1:pos:R:3
O -1.0331 1.1303 -1.3572
C -0.4537 0.0884 -1.2001
O -0.8542 -1.1043 -1.6003
N 0.9106 0.0422 -0.8302
C 1.6866 -1.0453 -0.5240
N 2.8738 -0.6511 -0.1702
N 2.9095 0.7215 -0.2701
C 1.7363 1.1205 -0.6624
H -1.4986 -1.0141 -2.3153
H 1.3223 -2.0681 -0.5465
H 1.4159 2.1452 -0.8253
C -3.2532 0.0424 1.5821
N -1.7999 -0.0529 1.5971
H -3.7177 0.0462 2.5824
H -3.5528 0.9658 1.0664
H -3.6700 -0.8022 1.0151
H -1.3909 0.7095 2.1289
H -1.4951 -0.9198 2.0293
```

HOMO level: -9.65 eV
structure (SMILES): O=C(O)n1cnnc1.CN
LUMO energy: 0.326 eV
frontier orbital gap: 9.980 eV

---

Model B:
The following is a quantum chemistry calculation of C4H8N4O2 as an isolated structure, from the Open Molecules 2025 dataset.

XYZ file:
```
18
Properties=species:S:1:pos:R:3
C -0.1430 -0.9627 -1.4913
C 0.3938 -1.5447 0.0687
C 0.5357 -0.6457 1.0642
C -0.0060 0.7335 0.8382
H -1.2782 -0.6371 0.9718
H -2.9580 -1.7550 -0.1896
H -2.3249 0.0517 -2.0409
H 0.7504 -2.5076 -0.1242
H 1.3830 -0.7607 1.8708
H 0.4895 2.8995 0.8964
H 2.6008 1.4728 0.8326
H 2.0803 0.9866 -0.6956
N -2.2381 -0.5927 -0.0467
N -1.5704 -0.7645 -1.3789
N 0.7977 1.9611 0.6871
N 2.0364 1.7992 0.0141
O 0.7694 -0.5079 -2.2052
O -1.3183 0.7741 0.9283
```

HOMO level: -8.13 eV
LUMO energy: -0.021 eV
frontier orbital gap: 8.105 eV

---

So which one wins? Going from most stable to least: model A, model B.

---

Model A:
The following is a quantum chemistry calculation of an isolated ion of composition C2H4ClN2 and charge +1, from the Open Molecules 2025 dataset.

XYZ file:
```
9
Properties=species:S:1:pos:R:3
C 0.9056 -0.7571 -0.6374
C -0.3002 0.0428 -0.5541
Cl -1.3738 0.2879 -1.7901
N -0.6564 0.7984 0.5994
N -0.7746 1.4842 1.6502
H 0.6014 -1.7770 -0.6638
H 1.6349 -0.5224 -1.3796
H 1.2172 -0.5798 0.3834
H -1.2541 1.0230 2.3921
```

HOMO level: -15.64 eV
structure (SMILES): CC(Cl)=[N+]=N
LUMO energy: -6.528 eV
total charge: +1
frontier orbital gap: 9.113 eV

---

Model B:
The following is a quantum chemistry calculation of an isolated ion of composition C2H4ClN2 and charge +1, from the Open Molecules 2025 dataset.

XYZ file:
```
9
Properties=species:S:1:pos:R:3
C -0.5836 0.5051 1.6513
N -0.3865 0.2118 0.4598
C 0.1026 -0.3913 -0.5313
N 0.7735 0.0484 -1.5108
Cl -0.2375 -2.4250 -0.3412
H -1.7055 0.6300 1.8238
H 0.2093 0.8289 2.2828
H 0.7802 1.1288 -1.5606
H 1.0473 -0.5367 -2.2737
```

HOMO level: -15.77 eV
structure (SMILES): C=NC(=[NH2+])Cl
LUMO energy: -6.332 eV
total charge: +1
frontier orbital gap: 9.443 eV

---

So which one wins? Going from most stable to least: model B, model A.

---

Model A:
The following is a quantum chemistry calculation of one molecule with the formula C4H8F2, from the Open Molecules 2025 dataset.

XYZ file:
```
14
Properties=species:S:1:pos:R:3
F -2.5212 0.4747 -0.2481
C -1.7302 -0.7190 -0.2043
C -0.3744 -0.4125 0.3771
C 0.2914 0.7561 -0.1975
C 1.8245 0.5225 0.0796
F 2.0990 -0.6986 -0.4515
H -1.5767 -1.0014 -1.2326
H -2.2309 -1.4779 0.4663
H -0.5066 -0.3230 1.4709
H 0.1981 -1.3048 0.2395
H -0.0479 1.7164 0.2329
H 0.1350 0.8144 -1.2743
H 2.0792 0.3701 1.1386
H 2.3608 1.2829 -0.3964
```

HOMO level: -11.31 eV
structure (SMILES): FCCCCF
LUMO energy: 1.187 eV
frontier orbital gap: 12.492 eV

---

Model B:
The following is a quantum chemistry calculation of one molecule with the formula C4H8F2, from the Open Molecules 2025 dataset.

XYZ file:
```
14
Properties=species:S:1:pos:R:3
C 0.0209 1.3142 0.5559
C 0.1804 0.0991 -0.3404
C 1.3888 -0.8330 -0.1433
C -1.2786 -0.5255 -0.2032
F -1.8218 -0.8054 1.0174
F -2.1227 0.3191 -0.8276
H -0.2300 2.2534 0.0489
H -0.6738 1.0112 1.2835
H 0.9280 1.5080 1.0822
H 0.0835 0.5006 -1.3785
H 1.0856 -1.8064 -0.7944
H 1.4724 -1.0450 0.9019
H 2.3011 -0.4672 -0.4943
H -1.3338 -1.5230 -0.7081
```

HOMO level: -11.10 eV
structure (SMILES): CC(C)C(F)F
LUMO energy: 1.040 eV
frontier orbital gap: 12.142 eV

---

So which one wins? Going from most stable to least: model A, model B.